{
  "formula": "CCl2O2S",
  "method": "wB97M-V/def2-TZVPD",
  "lumo_energy_ev": [-1.3, -1.7],
  "de_lowest_kj_mol": 139.2,
  "homo_lumo_gap_ev": [8.4331, 7.4150],
  "homo_ha": [-0.3584, -0.3353],
  "species": ["C", "O", "O", "S", "Cl", "Cl"],
  "xyz": [[1.27, -1.50, 0.63], [0.30, -1.33, -0.02], [-1.84, 1.72, -1.16], [-1.35, 0.58, -1.91], [1.86, -0.41, 1.84], [0.66, 0.68, -2.04]]
}


{
  "formula": "C30H40N2O2",
  "method": "wB97M-V/def2-TZVPD",
  "lumo_energy_ev": -0.5,
  "homo_lumo_gap_ev": 7.7985,
  "smiles": "C#CCCCc1ccc2c(c1N)C(=O)C(CCCCCCCCCCC)=CC2=O.c1cc[nH]c1",
  "homo_ha": -0.3046,
  "species": ["C", "C", "C", "C", "C", "C", "C", "C", "C", "C", "C", "N", "C", "O", "C", "C", "C", "C", "C", "C", "C", "C", "C", "C", "C", "C", "C", "C", "O", "H", "H", "H", "H", "H", "H", "H", "H", "H", "H", "H", "H", "H", "H", "H", "H", "H", "H", "H", "H", "H", "H", "H", "H", "H", "H", "H", "H", "H", "H", "H", "H", "H", "H", "H", "N", "C", "C", "C", "C", "H", "H", "H", "H", "H"],
  "xyz": [[2.44, 5.79, -3.33], [2.35, 4.71, -3.87], [2.48, 3.37, -4.54], [3.93, 2.82, -4.27], [3.99, 1.27, -4.49], [3.80, 0.51, -3.15], [4.73, 0.82, -2.13], [4.65, 0.21, -0.86], [3.60, -0.70, -0.67], [2.67, -1.03, -1.69], [2.75, -0.43, -2.97], [1.79, -0.77, -3.96], [1.61, -2.06, -1.32], [1.14, -2.83, -2.13], [1.15, -2.12, 0.15], [-0.30, -2.54, 0.42], [-0.49, -3.09, 1.87], [-0.80, -1.91, 2.86], [-1.94, -2.22, 3.88], [-1.98, -1.06, 4.93], [-2.31, 0.33, 4.29], [-1.05, 1.19, 3.96], [-1.43, 2.69, 3.61], [-0.90, 3.07, 2.18], [-1.80, 4.17, 1.54], [-3.21, 3.60, 1.12], [2.05, -1.80, 1.09], [3.45, -1.35, 0.72], [4.41, -1.43, 1.45], [2.16, 6.76, -2.95], [2.23, 3.40, -5.62], [1.79, 2.68, -4.01], [4.67, 3.35, -4.89], [4.15, 3.11, -3.23], [3.22, 1.00, -5.23], [4.99, 0.95, -4.87], [5.51, 1.56, -2.33], [5.38, 0.49, -0.09], [2.04, -1.62, -4.46], [1.68, -0.03, -4.65], [-0.96, -1.67, 0.22], [-0.60, -3.34, -0.27], [0.45, -3.56, 2.23], [-1.28, -3.86, 1.89], [0.09, -1.65, 3.46], [-1.14, -1.05, 2.26], [-1.77, -3.18, 4.40], [-2.93, -2.24, 3.39], [-2.72, -1.27, 5.74], [-1.00, -0.97, 5.44], [-2.93, 0.92, 5.00], [-2.91, 0.18, 3.37], [-0.36, 1.17, 4.82], [-0.49, 0.81, 3.08], [-0.90, 3.35, 4.31], [-2.52, 2.82, 3.63], [0.12, 3.52, 2.24], [-0.83, 2.20, 1.50], [-1.36, 4.62, 0.63], [-2.00, 4.98, 2.27], [-3.63, 4.18, 0.28], [-3.89, 3.62, 1.99], [-3.05, 2.55, 0.78], [1.79, -1.80, 2.15], [-4.99, -3.61, -1.80], [-3.80, -3.05, -2.16], [-2.81, -3.96, -1.91], [-3.43, -5.13, -1.39], [-4.78, -4.88, -1.34], [-5.89, -3.17, -1.87], [-3.76, -2.04, -2.55], [-1.76, -3.81, -2.09], [-2.94, -6.04, -1.09], [-5.60, -5.50, -1.01]]
}


{
  "formula": "C4H9NS",
  "method": "wB97M-V/def2-TZVPD",
  "lumo_energy_ev": 0.2,
  "de_lowest_kj_mol": 937.6,
  "homo_lumo_gap_ev": 8.7285,
  "homo_ha": -0.3149,
  "species": ["C", "C", "C", "C", "H", "H", "H", "H", "H", "H", "H", "H", "H", "N", "S"],
  "xyz": [[-2.91, -0.47, 0.23], [-1.70, -0.23, -0.46], [-0.33, 0.18, 0.41], [1.01, -0.41, -0.26], [-4.10, -0.92, -0.88], [-3.15, 0.88, 0.93], [-2.75, -1.59, 1.23], [-1.60, -0.66, -1.50], [-2.04, 1.68, 0.32], [-0.38, -0.39, 1.43], [0.96, -1.57, -0.08], [1.06, -0.04, -1.26], [2.47, -0.60, 1.11], [-1.23, 1.14, -0.15], [2.61, 0.05, 0.01]]
}


{
  "formula": "C13H22Br6O7S",
  "method": "wB97M-V/def2-TZVPD",
  "total_charge": -1,
  "lumo_energy_ev": [1.6, 1.6],
  "spin_multiplicity": 2,
  "homo_lumo_gap_ev": [2.9561, 7.2227],
  "homo_ha": [-0.0481, -0.2049],
  "species": ["O", "C", "O", "C", "C", "C", "H", "H", "H", "H", "H", "H", "O", "C", "O", "C", "C", "C", "H", "H", "H", "H", "H", "H", "O", "S", "O", "O", "C", "C", "C", "H", "H", "H", "H", "H", "H", "H", "H", "C", "Br", "Br", "Br", "H", "C", "Br", "Br", "Br", "H"],
  "xyz": [[-3.45, 1.33, -0.77], [-2.48, 0.88, -1.42], [-2.47, 0.90, -2.76], [-1.26, 0.38, -3.36], [-0.51, -0.30, -2.15], [-1.12, 0.48, -0.95], [-0.66, 1.24, -3.64], [-1.49, -0.38, -4.11], [0.56, -0.21, -2.36], [-0.74, -1.37, -2.17], [-0.49, 1.35, -0.79], [-1.28, -0.13, -0.06], [1.18, -3.00, -0.70], [2.12, -2.38, -0.20], [2.66, -1.27, -0.74], [3.96, -0.99, -0.22], [4.07, -1.93, 0.98], [2.98, -2.93, 0.89], [3.93, 0.04, 0.14], [4.70, -1.22, -0.99], [3.91, -1.29, 1.84], [5.06, -2.39, 1.01], [2.35, -3.07, 1.77], [3.39, -3.91, 0.64], [0.14, 2.60, 1.99], [0.03, 1.41, 2.79], [-0.12, 1.55, 4.27], [-1.30, 0.52, 2.23], [-1.81, -0.60, 2.92], [-2.87, -1.21, 1.99], [1.41, 0.26, 2.31], [-2.30, -0.19, 3.80], [-1.07, -1.37, 3.12], [-3.69, -1.70, 2.50], [-2.39, -1.81, 1.22], [-3.39, -0.40, 1.47], [1.52, 0.16, 1.23], [1.36, -0.71, 2.80], [2.40, 0.60, 2.60], [-3.84, 2.70, 2.37], [-4.06, 2.44, 4.38], [-2.56, 4.21, 2.10], [-5.52, 3.07, 1.40], [-3.45, 1.78, 1.93], [1.42, 1.37, -5.99], [-0.37, 1.58, -6.76], [1.67, -0.31, -4.99], [1.77, 2.96, -4.73], [2.11, 1.26, -6.83]]
}


{
  "formula": "C39H51GeNP2SSi3TeV",
  "method": "wB97M-V/def2-TZVPD",
  "total_charge": 2,
  "lumo_energy_ev": [-6.8, -6.2],
  "spin_multiplicity": 2,
  "homo_lumo_gap_ev": [6.8632, 7.3881],
  "homo_ha": [-0.5024, -0.5002],
  "species": ["V", "Te", "C", "C", "C", "N", "C", "C", "C", "P", "C", "C", "C", "C", "C", "C", "C", "C", "C", "C", "C", "C", "P", "C", "C", "C", "C", "C", "C", "C", "C", "C", "C", "C", "C", "H", "H", "H", "H", "H", "H", "H", "H", "H", "H", "H", "H", "H", "H", "H", "H", "H", "H", "H", "H", "H", "H", "H", "H", "C", "Si", "C", "C", "Ge", "Si", "C", "C", "C", "Si", "C", "C", "C", "H", "H", "H", "H", "H", "H", "H", "H", "H", "H", "H", "H", "H", "H", "H", "H", "H", "H", "H", "H", "H", "H", "H", "H", "H", "H", "H", "S"],
  "xyz": [[0.04, -0.29, 0.00], [2.04, 0.67, 1.63], [2.18, 2.49, 2.67], [1.36, 2.77, 3.75], [1.57, 3.97, 4.41], [2.50, 4.85, 4.07], [3.30, 4.54, 3.05], [3.20, 3.37, 2.32], [1.79, 1.30, -0.40], [0.12, 1.96, -0.63], [-0.16, 2.51, -2.31], [-1.14, 1.92, -3.11], [-1.37, 2.41, -4.38], [-0.63, 3.48, -4.86], [0.34, 4.08, -4.06], [0.57, 3.60, -2.79], [-0.22, 3.35, 0.46], [-1.50, 3.48, 0.99], [-1.81, 4.58, 1.76], [-0.85, 5.56, 2.00], [0.42, 5.43, 1.46], [0.74, 4.33, 0.68], [1.94, -0.19, -1.38], [1.91, 0.10, -3.14], [1.20, -0.79, -3.95], [1.25, -0.65, -5.32], [2.00, 0.37, -5.89], [2.71, 1.25, -5.08], [2.68, 1.12, -3.71], [3.48, -1.03, -0.98], [3.48, -2.43, -0.98], [4.67, -3.11, -0.75], [5.84, -2.40, -0.52], [5.83, -1.01, -0.52], [4.65, -0.32, -0.76], [0.56, 2.11, 4.05], [0.94, 4.25, 5.25], [4.07, 5.27, 2.81], [3.88, 3.17, 1.50], [-1.72, 1.09, -2.74], [-2.13, 1.96, -5.00], [-0.82, 3.86, -5.85], [0.91, 4.92, -4.44], [1.33, 4.07, -2.17], [-2.26, 2.73, 0.80], [-2.81, 4.69, 2.17], [-1.10, 6.42, 2.60], [1.17, 6.20, 1.64], [1.73, 4.24, 0.26], [0.60, -1.57, -3.50], [0.69, -1.33, -5.95], [2.04, 0.48, -6.96], [3.30, 2.04, -5.53], [3.23, 1.80, -3.08], [2.57, -2.98, -1.17], [4.68, -4.19, -0.76], [6.76, -2.93, -0.34], [6.75, -0.46, -0.35], [4.65, 0.76, -0.77], [-4.03, 0.54, 1.56], [-2.78, -0.52, 2.47], [-3.56, -1.59, 3.79], [-1.50, 0.56, 3.31], [-1.87, -2.12, 0.88], [-3.74, -3.44, -0.07], [-3.01, -4.47, -1.45], [-4.48, -4.51, 1.26], [-4.98, -2.21, -0.73], [-0.09, -3.70, 1.39], [-0.88, -4.81, 2.66], [0.38, -4.59, -0.19], [1.44, -2.94, 2.18], [-4.18, 1.48, 2.09], [-5.00, 0.04, 1.51], [-3.72, 0.77, 0.54], [-3.96, -0.96, 4.58], [-2.82, -2.25, 4.25], [-4.37, -2.21, 3.41], [-2.01, 1.15, 4.07], [-1.00, 1.25, 2.64], [-0.75, -0.05, 3.81], [-2.48, -5.34, -1.07], [-2.34, -3.90, -2.09], [-3.83, -4.84, -2.08], [-3.77, -5.23, 1.67], [-5.30, -5.08, 0.82], [-4.90, -3.93, 2.08], [-4.53, -1.46, -1.37], [-5.52, -1.71, 0.07], [-5.71, -2.76, -1.32], [-1.65, -5.45, 2.24], [-1.33, -4.24, 3.48], [-0.12, -5.46, 3.10], [-0.29, -5.42, -0.39], [1.39, -4.99, -0.10], [0.36, -3.92, -1.05], [1.19, -2.28, 3.01], [2.09, -2.41, 1.48], [2.04, -3.76, 2.58], [-1.51, -1.08, -1.19]]
}